Entry 1:
Here is a structure of composition C24H18CrIN9O2S2Se in a non-equilibrium geometry from the OMol25 dataset. Energies are from the ωB97M-V functional and the def2-TZVPD basis.

```
58
C24H18CrIN9O2S2Se, DFT the ωB97M-V functional and the def2-TZVPD basis
C -1.930 2.299 -1.196
C -1.295 -1.861 -0.587
C -2.584 0.092 -0.087
C 1.376 -4.450 -0.884
C 2.125 -2.493 0.270
H -0.975 3.020 2.808
H 4.849 1.779 2.196
H 0.550 3.921 0.045
C 3.408 1.920 -0.501
O 1.010 2.614 2.606
N -2.619 1.129 -1.153
H -2.218 5.180 -3.004
C -3.794 -0.757 -0.364
C -0.164 2.343 2.458
C 2.950 0.799 1.715
N -1.332 -0.615 -0.066
N 0.360 0.580 -2.219
I -1.125 -1.828 2.869
C 1.337 1.046 -1.424
C -2.218 -3.861 -1.627
N 2.043 -0.046 2.335
N 1.875 -1.206 4.394
N -0.873 2.552 -0.443
H 3.365 -4.192 -0.135
C -1.000 -4.478 -1.613
H -4.749 -0.345 -0.074
N 1.477 0.713 -0.168
C 2.655 1.188 0.360
H 4.352 2.395 -0.339
C 0.114 -3.843 -1.020
N -3.474 2.763 -2.918
C -1.836 4.458 -2.301
C -0.768 4.722 -1.474
Cr 0.206 -0.254 1.145
C 2.385 -3.760 -0.255
H -3.085 -4.379 -2.011
S 3.963 0.397 4.008
H -2.675 0.641 0.866
C -0.312 3.745 -0.585
H -0.275 5.682 -1.506
S 2.625 2.040 -2.038
H 2.907 -1.949 0.784
H 0.196 1.022 -3.110
H -4.560 -2.546 -1.189
N 0.941 -1.901 0.186
C -2.444 3.197 -2.193
H 1.538 -5.442 -1.275
C -2.395 -2.559 -1.118
H 2.258 -1.312 5.317
C 4.037 1.133 2.456
C -0.046 -2.541 -0.486
H 0.943 -1.571 4.224
H -0.431 0.164 -1.737
C -3.687 -1.964 -0.938
H -0.869 -5.471 -2.015
C 2.448 -0.356 3.548
Se -3.985 1.178 -2.439
O -0.575 1.271 1.905
```

The value obtained for the HOMO energy (spin up / spin down) is -0.3671 / -0.3701 Eh. The energy above the lowest of the compared OMol25 structures with the same formula, charge and spin is 132.0 kJ/mol. The expectation value of S² is 3.787. The charge is +1. As for the spin multiplicity: 4.



Entry 2:
Here is a structure of composition C24H18F3IN5RuS in a non-equilibrium geometry from the OMol25 dataset. Energies are from the ωB97M-V functional and the def2-TZVPD basis.

```
53
C24H18F3IN5RuS, DFT the ωB97M-V functional and the def2-TZVPD basis
C 0.359 3.687 -1.867
C -1.877 0.861 4.633
H 2.165 -0.037 -2.760
C 4.357 -3.131 2.007
C -0.861 -0.340 -4.240
H -2.674 1.935 -0.223
H -1.082 4.623 -3.139
C -0.359 0.232 2.902
C -2.307 1.946 3.858
H 1.101 -3.937 0.275
H 1.120 0.002 -5.005
C -3.090 -0.728 -3.107
H 3.291 -2.832 3.857
N -0.242 1.368 0.874
C -0.929 3.934 -2.325
F -3.481 -1.916 -2.632
H -3.050 2.619 4.258
H -0.453 -3.447 -0.569
C 3.351 -2.634 2.801
N 0.619 -0.498 2.293
H -1.350 -0.297 -5.202
H -2.326 0.695 5.600
C 0.562 2.814 -0.820
H 3.351 -1.735 -0.916
C -0.840 1.299 2.071
C -0.534 2.218 -0.169
H 5.160 -3.161 0.006
C 0.177 -3.376 0.305
C 2.357 -1.833 2.216
Ru 0.672 -0.417 0.372
C -0.928 -0.619 -1.849
N 0.412 -0.426 -1.754
N 1.379 -1.286 2.964
H -2.127 3.017 2.006
H -3.006 3.449 -2.128
C -1.811 2.172 2.597
C 3.373 -2.005 0.133
H 5.127 -3.764 2.420
C -0.890 0.013 4.174
C -1.831 2.454 -0.657
I -0.856 -3.598 2.087
S -1.712 -0.926 -0.347
H -0.540 -0.821 4.760
F -3.592 -0.617 -4.337
F -3.693 0.211 -2.356
C 4.373 -2.803 0.648
C 0.515 -0.162 -4.128
C -2.012 3.295 -1.736
C 1.100 -0.198 -2.873
N 2.368 -1.535 0.881
C -1.592 -0.564 -3.085
H 1.198 4.183 -2.329
H 1.562 2.614 -0.447
```

The value obtained for the HOMO energy (spin up / spin down) is -0.3756 / -0.3757 Eh. The charge is +1.



Entry 3:
Here is the molecule C24H18F3NO6S in a non-equilibrium geometry from the OMol25 dataset. Energies are from the ωB97M-V functional and the def2-TZVPD basis.

```
53
C24H18F3NO6S, DFT the ωB97M-V functional and the def2-TZVPD basis
C -2.406 -1.021 3.120
C -0.302 0.017 2.547
O -1.252 5.646 -2.829
C 1.269 -3.554 -0.660
C -0.873 4.371 -2.553
C -1.115 1.967 -2.642
F 5.331 -0.674 3.208
O 3.239 0.778 1.690
C -0.552 -2.394 2.425
H 1.374 2.868 -0.489
H -1.632 1.097 -3.037
O -0.470 -0.521 -1.824
H 2.699 -1.149 -0.232
C 0.233 0.479 -1.211
H -2.229 5.495 -4.685
F 4.026 -2.363 3.717
H 2.015 -3.867 0.078
C 4.287 -1.412 2.802
C -0.100 1.807 -1.682
O -4.493 -1.964 3.312
H -2.037 1.098 3.246
C 0.196 4.224 -1.634
C 0.224 -1.239 2.213
H -2.502 6.950 -3.667
F 4.603 -2.016 1.628
H 0.677 5.126 -1.263
C 1.635 -1.135 0.096
H -3.304 5.399 -3.244
S 2.794 -0.297 2.553
C 1.142 0.227 -0.242
H 1.640 1.061 0.227
C 0.898 -2.196 -0.725
C -1.609 0.132 3.003
H 0.280 0.933 2.444
C -0.249 -4.077 -2.471
H -2.459 -3.169 3.082
H -0.661 -4.794 -3.178
O -4.330 0.231 3.351
C 0.567 2.968 -1.210
C -1.846 -2.294 2.907
C -0.090 -1.839 -1.633
C -2.406 5.866 -3.668
H -1.466 -2.420 -3.164
O 2.293 -0.059 3.882
C -1.501 3.216 -3.088
C 1.599 -1.398 1.575
C 0.720 -4.470 -1.550
C -0.699 -2.767 -2.482
H -2.302 3.303 -3.827
H 2.019 -2.384 1.815
H -0.120 -3.375 2.215
H 1.060 -5.505 -1.523
N -3.815 -0.908 3.278
```

The value obtained for the HOMO energy is -0.2937 Eh. As for the structure (SMILES): COc1ccc(C2=C[C@@H]([C@H](c3ccc([N+](=O)[O-])cc3)S(=O)(=O)C(F)(F)F)c3ccccc3O2)cc1.



Entry 4:
Here is the molecule C24H18FNO5S in a non-equilibrium geometry from the OMol25 dataset. Energies are from the ωB97M-V functional and the def2-TZVPD basis.

```
50
C24H18FNO5S, DFT the ωB97M-V functional and the def2-TZVPD basis
C -1.683 3.702 -0.830
C 4.413 -0.266 0.050
H 6.987 -1.518 0.824
H 2.491 2.427 -1.933
C -4.351 -1.480 3.362
O -1.834 -3.009 -2.684
C 6.100 -1.037 1.266
C 2.300 -0.056 -1.025
H -0.400 0.561 -2.866
C -2.992 -2.829 0.100
H 2.452 -2.948 0.784
C 2.790 -2.011 0.372
C -3.550 -2.763 1.364
C -2.783 -0.430 0.083
C -0.211 3.269 1.039
N 1.418 0.619 -1.850
C 1.919 -1.291 -0.463
H 1.230 2.226 -3.162
C 1.486 2.052 -2.114
S -1.828 -1.687 -2.128
H -3.474 0.584 1.832
C -2.621 -1.658 -0.528
C 0.488 2.727 -1.202
H -3.970 -2.281 3.993
C -0.166 -1.157 -1.700
O 5.683 0.031 0.436
H -3.845 -3.671 1.869
C 3.584 0.460 -0.760
C 0.247 0.029 -2.182
H -2.630 4.063 -1.196
H -5.431 -1.604 3.282
H -0.930 3.164 -2.750
H -0.033 3.303 2.102
C -0.724 3.195 -1.690
F -2.345 4.199 1.373
O -2.374 -0.623 -2.940
H 3.945 1.381 -1.183
C -3.730 -1.538 2.000
H -4.153 -0.526 3.842
O 5.054 -1.975 1.376
C 4.025 -1.489 0.619
H -2.479 0.464 -0.441
H -2.828 -3.765 -0.408
O 0.158 -2.841 -0.086
C 0.583 -1.874 -0.699
H 1.674 2.398 0.552
C 0.737 2.769 0.166
C -3.341 -0.372 1.347
H 6.356 -0.647 2.263
C -1.412 3.724 0.525
```

The value obtained for the HOMO energy is -0.3045 Eh. As for the structure (SMILES): Cc1ccc(S(=O)(=O)c2cn(Cc3ccc(F)cc3)c3cc4c(cc3c2=O)OCO4)cc1.